No. 1
23
Properties=species:S:1:pos:R:3:forces:R:3 method="wB97M-V/def2-TZVPD" lumo_energy_ev=-3.40 charge=+1 fmax_ev_per_a=5.3 smiles="O=C1C[NH2+][C@@H]2O[C@@H]2[C@H]1c1cccs1" total_energy_ha=-951.9887 orbital_gap_ev=9.49
O -0.807283 -2.818689 -0.242606 -0.270 -0.779 0.181
C -0.927634 -1.646097 -0.132304 -0.915 0.665 1.351
C -1.743440 -0.989989 1.003069 -1.260 0.911 1.120
N -1.456143 0.497452 1.259182 3.241 -0.379 2.288
C -1.840159 1.334857 0.131211 2.070 -4.392 -2.052
O -2.669239 0.664820 -0.708203 -0.833 -0.494 -1.375
C -1.308236 0.758180 -1.147573 1.183 -0.530 0.788
C -0.285395 -0.678429 -1.036868 -1.845 2.453 -1.088
C 1.077238 -0.394935 -0.459649 1.866 1.560 -1.331
C 2.174826 0.048198 -1.202608 -2.174 -1.210 -2.451
C 3.356359 0.351618 -0.489219 0.503 1.008 -0.827
C 3.124733 0.242207 0.817602 -0.047 0.240 2.143
S 1.529353 -0.269125 1.231956 0.237 -0.792 -0.667
H -2.777602 -0.916120 0.786243 -1.057 -0.601 -1.203
H -1.868474 -1.458859 1.960008 1.184 -0.650 0.547
H -1.818260 0.903517 2.190276 0.568 -1.267 -1.647
H -0.304894 0.448406 1.324301 -2.687 1.159 0.291
H -1.997430 2.296341 0.302884 -0.619 4.137 0.985
H -1.184429 1.481615 -1.981362 0.235 -0.954 0.445
H -0.370798 -1.149686 -2.048050 0.892 0.609 0.706
H 2.017594 0.041006 -2.341463 0.706 0.197 1.861
H 4.303686 0.802374 -0.874436 -1.036 -0.841 0.140
H 3.775622 0.451337 1.657603 0.059 -0.048 -0.206



No. 2
70
Properties=species:S:1:pos:R:3:forces:R:3 method="wB97M-V/def2-TZVPD" lumo_energy_ev="-4.98 / -3.90" charge=+1 spin_multiplicity=8 fmax_ev_per_a=1.7 total_energy_ha=-3235.8869 orbital_gap_ev="5.17 / 6.38"
Gd -0.572835 0.120902 1.202344 1.085 0.239 1.268
C 2.795663 -2.312135 -0.677533 0.039 0.097 0.089
C 1.783132 -1.610532 -1.515396 0.003 -0.031 -0.050
N 1.470921 0.452221 -0.190241 0.094 0.064 0.018
C 2.460398 0.386477 0.871164 0.090 0.036 -0.125
C 3.564629 -0.467919 0.899912 -0.108 -0.063 -0.057
C 3.625351 -1.766561 0.212060 -0.071 0.008 -0.080
C 4.579669 -0.178524 1.814467 0.030 0.009 0.028
C 4.484510 0.905596 2.669411 -0.065 0.044 0.015
C 3.289510 1.600596 2.785536 0.122 -0.340 -0.012
C 2.209709 1.244855 1.970886 -0.204 0.233 0.155
N 0.884732 1.630340 2.094181 0.017 0.202 -0.203
C 0.236128 2.178613 3.189764 0.142 0.016 -0.070
C 0.717911 2.375994 4.469720 -0.088 -0.002 0.093
C -0.103595 2.890093 5.493037 0.047 -0.018 -0.045
C -1.413012 3.202464 5.271740 0.013 -0.016 -0.011
C -1.965068 2.988761 3.990171 -0.049 0.017 -0.078
C -3.317421 3.266648 3.686928 0.001 -0.036 -0.098
C -3.797914 3.057198 2.423488 0.140 0.077 0.072
C -2.923616 2.538666 1.460510 -0.040 0.038 -0.109
N -1.661849 2.243451 1.703263 -0.017 -0.035 0.097
C -1.153696 2.480637 2.955028 0.018 0.160 -0.047
H 2.989575 -3.338293 -0.967695 -0.012 -0.030 0.005
H 2.047829 -1.906369 -2.540807 -0.021 0.032 0.074
H 4.424272 -2.398506 0.584162 0.002 -0.017 -0.007
H 5.450809 -0.818769 1.843069 0.015 -0.018 -0.001
H 5.319288 1.164394 3.305062 0.015 0.016 0.023
H 3.191365 2.392824 3.508033 0.010 0.022 0.019
H 1.732051 2.112971 4.717358 0.009 0.013 0.013
H 0.324846 3.036309 6.475163 0.017 -0.005 0.009
H -2.036191 3.604556 6.058050 -0.015 0.011 0.019
H -3.963421 3.643905 4.469039 -0.012 0.007 0.017
H -4.825627 3.255850 2.161106 -0.023 0.021 -0.008
H -3.276625 2.355308 0.450088 -0.034 -0.083 0.052
O -6.197732 -0.537677 -0.490120 0.026 -0.057 -0.097
C -5.438491 -0.656543 -1.565984 -0.077 -0.240 0.093
O -5.891512 -0.711742 -2.674977 -0.015 0.102 -0.053
C -3.954475 -0.739513 -1.345736 0.010 0.143 -0.037
C -3.010323 -0.927866 -2.357414 0.072 -0.079 -0.001
Cl -3.326151 -1.147154 -4.002544 -0.001 -0.020 0.033
N -1.769458 -0.921940 -1.799053 -0.056 0.080 0.082
N -1.894326 -0.718426 -0.478347 -0.437 -0.245 -0.859
C -3.185647 -0.621853 -0.180258 0.006 -0.265 -0.122
C -3.515322 -0.502375 1.300485 0.052 -0.059 -0.090
O -4.671260 -0.332981 1.640865 -0.088 -0.089 0.132
O -2.484015 -0.577263 2.067781 -0.395 -0.074 0.007
C -0.369098 -1.082587 -2.266291 -0.031 0.023 0.113
C -0.118882 -1.475466 -3.739381 -0.039 -0.077 -0.068
C 2.233368 -0.247350 -4.327466 -0.072 -0.047 0.018
C 3.228823 0.232815 -3.500963 0.039 0.027 0.042
C 3.021609 0.451208 -2.151859 -0.001 0.045 -0.084
C 1.773027 -0.086131 -1.530611 -0.067 -0.010 0.002
H -5.684390 -0.543032 0.356897 0.001 0.191 0.009
H -0.994359 -1.308214 -4.351423 -0.023 0.014 -0.043
H 2.449378 -0.504711 -5.353949 -0.006 -0.013 -0.042
H 4.206351 0.433885 -3.919914 0.029 0.016 -0.009
H 3.776347 0.903824 -1.525926 0.044 -0.032 0.043
H 1.317300 1.455345 -0.317142 -0.082 0.005 0.063
N 0.208808 -5.013164 -3.344490 0.007 -0.054 -0.104
C 0.184575 -3.681443 -3.046643 -0.005 0.029 0.173
C 0.094347 -3.314141 -1.655365 -0.040 0.046 -0.188
N 0.337116 -1.961254 -1.322858 0.011 -0.033 -0.128
C 0.543284 0.172637 -2.423396 0.004 -0.119 0.021
C 0.808721 -0.213192 -3.899492 0.006 0.129 -0.008
N 0.323592 -2.810809 -4.002490 -0.021 0.059 0.055
H 0.473725 -5.679771 -2.641702 0.023 0.000 0.004
H 0.420164 -5.249178 -4.300257 -0.007 -0.022 0.008
H 0.150178 -4.049195 -0.864955 0.015 -0.021 0.000
H 0.093414 1.153757 -2.262208 -0.024 -0.031 -0.005
H 0.289887 0.479480 -4.565884 -0.001 0.010 -0.027



No. 3
8
Properties=species:S:1:pos:R:3:forces:R:3 method="wB97M-V/def2-TZVPD" lumo_energy_ev=-0.43 charge=0 fmax_ev_per_a=6.9 smiles="NC(=O)C=S" total_energy_ha=-606.1347 orbital_gap_ev=8.09
N 0.972912 -0.699857 -0.021174 -0.014 -5.048 0.893
C 0.711576 0.532765 0.075941 -5.098 4.615 -0.660
O 1.327049 1.539537 0.139675 1.380 0.702 0.205
C -1.118181 0.926130 -0.146823 2.688 -1.717 0.678
S -2.466382 0.102901 0.096457 0.737 0.145 -0.060
H 0.156871 -1.264547 0.271703 0.756 0.069 -0.609
H 1.871207 -1.069131 0.277273 -0.039 0.219 -0.191
H -0.998178 1.935790 -0.457168 -0.410 1.015 -0.257



No. 4
109
Properties=species:S:1:pos:R:3:forces:R:3 method="wB97M-V/def2-TZVPD" lumo_energy_ev=-0.01 charge=0 fmax_ev_per_a=2.2 total_energy_ha=-3186.1265 orbital_gap_ev=7.03
Pt 1.092218 -0.315257 -0.123264 -0.205 0.205 1.331
C 2.629681 -4.612382 -4.956408 0.012 0.049 0.065
C 2.902305 -3.515592 -3.961189 -0.031 -0.027 -0.060
C 2.208959 -2.310983 -4.018061 -0.008 -0.025 0.045
C 2.494499 -1.283150 -3.133339 0.050 0.020 0.008
C 3.476012 -1.464790 -2.172972 0.175 0.007 -0.175
C 4.185920 -2.655689 -2.106291 -0.026 0.038 -0.005
C 3.889331 -3.675809 -2.992099 -0.004 -0.006 0.042
S 4.017761 -0.088621 -1.199685 -0.078 0.041 0.220
O 3.596058 1.084195 -1.925804 0.001 -0.032 -0.084
O 5.434661 -0.267790 -0.995313 0.008 -0.036 0.038
N 3.205131 -0.189048 0.211956 0.134 0.068 -0.456
C 3.766063 0.097345 1.447581 -0.006 -0.043 -0.261
C 5.054363 0.545273 1.689635 -0.001 0.033 0.058
C 5.521908 0.750240 3.001798 -0.045 -0.023 -0.048
C 4.735936 0.530164 4.096074 0.015 0.041 0.065
C 3.398892 0.124258 3.900401 -0.010 -0.046 0.017
C 2.494227 -0.085553 4.966876 0.013 0.050 -0.021
C 1.207999 -0.458303 4.709354 -0.040 0.000 0.016
C 0.807523 -0.597304 3.366079 0.047 0.022 0.038
N 1.610850 -0.391662 2.359144 0.085 0.013 0.161
C 2.907861 -0.071744 2.590133 -0.066 -0.073 -0.067
H 1.739474 -4.394734 -5.545361 -0.004 -0.026 0.003
H 2.489126 -5.570660 -4.454569 -0.015 0.002 -0.011
H 3.470741 -4.721120 -5.644256 -0.010 -0.014 -0.006
H 1.449544 -2.168714 -4.777996 -0.012 0.004 0.014
H 1.993554 -0.327309 -3.200984 -0.034 -0.022 0.008
H 4.975336 -2.764201 -1.374327 0.021 -0.010 -0.031
H 4.441446 -4.607175 -2.940038 0.000 0.004 -0.002
H 5.714638 0.728614 0.859184 0.049 -0.018 0.048
H 6.541958 1.088114 3.137541 0.005 -0.005 -0.035
H 5.112807 0.672260 5.101205 -0.019 0.010 -0.001
H 2.837670 0.066372 5.983516 0.012 -0.028 -0.002
H 0.495983 -0.624575 5.506534 0.008 -0.030 0.001
H -0.210628 -0.889459 3.125770 -0.006 0.018 0.003
C 2.451872 3.374754 2.020283 -0.086 0.082 -0.017
C 2.054315 3.520373 0.545313 0.349 -0.361 -0.024
C 3.318418 3.534532 -0.315848 -0.118 0.033 -0.069
P 0.835943 2.209768 0.005623 -0.473 -0.075 0.008
C -0.431429 2.489953 1.357004 0.034 -0.030 -0.111
C -1.122752 3.852461 1.333387 0.138 0.011 0.150
C -1.482890 1.399192 1.456165 -0.040 0.037 0.028
C 0.044979 2.940862 -1.521706 0.158 -0.055 -0.192
C 0.170300 4.457507 -1.693000 -0.084 -0.007 0.076
C 0.581188 2.255331 -2.789649 0.040 0.085 0.064
H 3.374528 3.928756 2.205377 -0.018 0.024 -0.018
H 2.645866 2.335118 2.280084 0.041 0.026 0.030
H 1.691922 3.762938 2.699105 0.008 -0.001 0.012
H 1.535744 4.470172 0.413669 -0.033 -0.004 -0.005
H 3.953729 2.685093 -0.073799 0.016 0.030 0.001
H 3.879605 4.452720 -0.126079 -0.010 0.003 0.026
H 3.103670 3.468668 -1.381304 0.047 0.033 0.006
H 0.170416 2.421452 2.266141 0.033 -0.013 -0.008
H -1.785916 3.943663 0.471186 0.014 0.011 -0.007
H -0.412884 4.679683 1.317243 -0.042 0.020 0.009
H -1.732897 3.964200 2.233885 -0.026 0.007 -0.023
H -2.179632 1.434661 0.617325 0.018 0.009 -0.026
H -2.052528 1.528269 2.380841 -0.008 0.006 -0.017
H -1.014775 0.417349 1.455368 0.060 0.013 0.008
H -1.014148 2.682695 -1.417794 -0.016 -0.015 0.009
H 1.203060 4.747974 -1.893263 -0.014 -0.005 0.000
H -0.184510 5.022062 -0.833431 0.019 0.022 -0.010
H -0.430569 4.763465 -2.552619 0.033 0.001 -0.019
H 1.667395 2.158799 -2.762739 -0.013 0.011 -0.038
H 0.307282 2.839882 -3.671784 -0.017 0.011 0.012
H 0.155891 1.260997 -2.904029 0.060 -0.026 -0.015
C 1.125747 -5.113734 0.852957 -0.022 -0.031 -0.010
C 2.311088 -4.409808 0.704607 0.026 0.044 0.007
C 2.297235 -3.054461 0.398773 -0.053 -0.074 0.110
C 1.104166 -2.347755 0.230055 0.032 0.122 -0.390
C -0.077117 -3.066443 0.432110 0.159 -0.161 -0.041
C -0.070558 -4.427257 0.727059 -0.064 0.086 0.033
H 1.135875 -6.178083 1.053213 -0.002 0.015 0.054
H 3.261954 -4.917065 0.826220 -0.007 0.000 -0.035
H 3.243148 -2.546112 0.298093 -0.009 0.012 0.059
H -1.030879 -2.578738 0.329291 0.002 -0.029 -0.065
H -1.016531 -4.945908 0.844947 0.026 -0.032 0.016
C -6.073117 0.539443 -1.821072 0.047 0.028 -0.076
C -5.310701 0.702042 -3.137714 0.007 0.009 0.131
C -3.817167 0.386859 -3.057630 -0.186 -0.049 0.012
C -3.463246 -1.063712 -2.741707 0.112 0.184 -0.005
N -3.632859 -1.411150 -1.327089 -0.018 0.090 -0.275
C -2.762162 -1.070358 -0.396340 1.699 0.193 -1.055
S -0.737980 -0.465078 -1.333431 -2.077 -0.485 0.651
N -3.034994 -1.299850 0.874605 0.139 0.189 0.227
C -4.182850 -1.997436 1.460528 0.035 -0.056 -0.030
C -4.710122 -1.327394 2.726540 -0.031 0.207 -0.096
C -5.649193 -0.139852 2.486657 0.143 0.019 -0.018
C -4.961792 1.137201 2.012346 -0.092 -0.069 0.021
H -7.051441 1.017739 -1.878520 -0.017 -0.047 0.001
H -5.525906 0.999972 -0.995242 -0.020 -0.014 0.008
H -6.240936 -0.511247 -1.573755 -0.011 0.011 0.031
H -5.418983 1.736295 -3.472102 -0.001 -0.011 -0.038
H -5.773879 0.076134 -3.906633 -0.002 0.033 -0.026
H -3.340758 1.019611 -2.301575 0.062 0.017 -0.069
H -3.361167 0.630710 -4.020702 0.061 0.025 0.047
H -2.415678 -1.226503 -2.982221 -0.039 -0.160 -0.062
H -4.070547 -1.748857 -3.335291 -0.016 -0.052 0.068
H -4.508443 -1.851439 -1.085223 0.047 0.060 0.120
H -2.307281 -1.056809 1.529312 0.056 0.016 -0.066
H -3.876704 -3.021413 1.688743 -0.003 -0.031 -0.063
H -4.990572 -2.052147 0.729999 -0.006 -0.001 0.015
H -3.861094 -1.010385 3.343140 -0.028 -0.057 0.051
H -5.250944 -2.085494 3.296051 0.058 -0.036 0.009
H -6.169907 0.073491 3.422598 -0.077 -0.023 -0.037
H -6.409904 -0.435071 1.756681 -0.048 -0.029 0.061
H -4.278667 1.512020 2.776148 0.011 0.003 -0.031
H -5.698675 1.916496 1.812339 0.020 0.007 0.003
H -4.387445 0.973002 1.101456 0.000 0.032 0.002